Entry 1:
ORCA calculation (ωB97M-V with the def2-TZVPD basis set) on C25H27N3O3 in the gas phase.

The geometry in XYZ format:
```
58
C25H27N3O3 ωB97M-V with the def2-TZVPD basis set
C -6.20550 -2.07568 -1.42211
O -5.05180 -1.62796 -0.76158
C -5.30585 -0.60394 0.17534
C -3.98479 -0.14860 0.78664
H -3.35065 0.24077 -0.01105
H -4.18618 0.66669 1.48063
C -3.24634 -1.29569 1.50146
N -1.94304 -1.54728 0.92733
C -0.82344 -1.14972 1.55877
O -0.79445 -0.65985 2.66878
C 0.42441 -1.39843 0.70197
N 0.17284 -0.84810 -0.62391
C -0.94057 -1.22580 -1.27794
O -1.20136 -0.91485 -2.42420
C -1.86605 -2.07854 -0.41540
H -2.86334 -2.07957 -0.85846
H -1.48584 -3.11021 -0.40049
C 1.09133 0.11279 -1.24821
C 2.46900 -0.30703 -0.89066
C 2.76953 -0.76265 0.36134
C 4.15455 -1.09112 0.36511
C 5.03812 -1.59131 1.32120
C 6.35292 -1.78626 0.96418
C 6.80938 -1.49284 -0.32388
C 5.96045 -0.99613 -1.28986
C 4.63191 -0.79739 -0.94020
N 3.58357 -0.32506 -1.68412
H 3.62565 -0.03794 -2.64693
H 6.31381 -0.76912 -2.28508
H 7.84895 -1.65944 -0.56415
H 7.05307 -2.17282 1.69016
H 4.69239 -1.81646 2.31895
C 1.68413 -0.84297 1.37674
H 1.95075 -1.48941 2.21199
H 1.45707 0.14753 1.78243
C 0.74739 1.51662 -0.76923
C 1.65880 2.31711 -0.09683
C 1.29200 3.57458 0.34902
C 0.01012 4.06302 0.13920
C -0.89621 3.26064 -0.54367
C -0.53343 2.00699 -0.99534
H -1.24560 1.40563 -1.53975
H -1.89730 3.62451 -0.72688
C -0.39503 5.41147 0.65069
H 0.46805 6.06534 0.75060
H -1.11792 5.87763 -0.01518
H -0.85844 5.31090 1.63276
H 2.01593 4.18311 0.87202
H 2.66297 1.96235 0.08304
H 0.90417 0.04834 -2.32833
H 0.54408 -2.48957 0.59422
H -3.83466 -2.21435 1.43682
H -3.07246 -1.05228 2.55119
H -5.80008 0.24484 -0.32169
H -5.98247 -0.97696 0.96132
H -5.88670 -2.85092 -2.11570
H -6.68522 -1.26206 -1.97943
H -6.93261 -2.49254 -0.71360
```

Computed properties:
orbital gap = 8.612 eV
energy relative to the best compared isomer or geometry (same formula, charge and spin) = 12.6 kcal per mole
E_HOMO = -7.85 eV
SMILES = COCCCN1CC(=O)N2[C@@H](c3ccc(C)cc3)c3[nH]c4ccccc4c3C[C@H]2C1=O
lowest unoccupied orbital energy = 0.8 eV

Entry 2:
ORCA calculation (ωB97M-V with the def2-TZVPD basis set) on a molecular structure, C25H27N5O11SbV.

The geometry in XYZ format:
```
70
C25H27N5O11SbV ωB97M-V with the def2-TZVPD basis set
V 0.53168 0.33877 0.23815
O -0.84591 1.07629 1.96267
C -1.04933 0.48284 3.01539
C -0.32750 -0.67677 3.48370
C -0.72203 -1.27461 4.68033
C -0.03912 -2.36702 5.14629
C 1.04788 -2.89288 4.44846
C 1.45315 -2.30858 3.27543
C 0.77513 -1.19129 2.76391
O 1.18598 -0.64848 1.64822
N -0.45637 -2.99079 6.40071
O 0.15597 -3.97017 6.77316
O -1.41007 -2.50947 6.97959
H -1.84206 0.85157 3.68404
H -1.56206 -0.88940 5.24429
H 1.55254 -3.76135 4.84735
H 2.28428 -2.70420 2.70812
O -6.60587 0.70027 -1.64264
N -6.18503 -0.42262 -1.44839
O -6.86752 -1.42727 -1.46554
C -4.77926 -0.56505 -1.07934
C -4.28648 -1.81937 -0.78550
C -2.96771 -1.93867 -0.41197
C -2.07269 -0.84078 -0.36787
O -0.82457 -1.00129 -0.09417
C -2.64632 0.42991 -0.69093
C -3.98235 0.55907 -1.02675
N -1.87176 1.59937 -0.64868
O -2.36262 2.73208 -0.74150
O -0.55389 1.49655 -0.65238
N -2.50755 -3.26259 -0.01528
O -1.65554 -3.33975 0.84636
O -3.06132 -4.21645 -0.53006
H -4.92062 -2.69292 -0.82593
H -4.38387 1.53434 -1.25606
C 1.52475 4.49151 0.36737
Sb 2.09978 2.54777 1.01035
C 4.20546 2.62771 0.68878
C 2.03901 2.80569 3.12573
H 2.04498 5.24574 0.95556
H 0.44864 4.60417 0.48807
H 1.77288 4.61504 -0.68527
H 4.58763 3.59954 0.99833
H 4.42369 2.46198 -0.36436
H 4.69159 1.84833 1.27409
H 2.74569 3.57283 3.43791
H 2.28915 1.86393 3.61313
H 1.03364 3.10232 3.42094
C 0.35737 1.32628 -4.51160
N 0.06633 -0.09778 -4.44801
C -1.25184 -0.37062 -4.99384
C 0.14270 -0.57201 -3.07432
C 1.55137 -0.57874 -2.51840
C 2.57875 -0.98549 -3.37031
C 3.88299 -1.10378 -2.91953
C 4.18154 -0.82702 -1.59323
C 3.16985 -0.41119 -0.74344
C 1.84785 -0.26077 -1.18442
H 0.32782 1.65958 -5.54890
H 1.35441 1.51928 -4.11510
H -0.36798 1.92298 -3.93231
H -1.29986 -0.02304 -6.02573
H -2.05348 0.13179 -4.42475
H -1.44380 -1.44387 -4.98089
H -0.23484 -1.59917 -3.04848
H -0.51741 0.02424 -2.43375
H 2.33047 -1.20901 -4.40046
H 4.66268 -1.42496 -3.59866
H 5.19385 -0.93615 -1.22308
H 3.41713 -0.21639 0.29537
```

Computed properties:
orbital gap (spin up / spin down) = 5.905 / 7.318 eV
energy relative to the best compared isomer or geometry (same formula, charge and spin) = 25.5 kcal per mole
E_HOMO (spin up / spin down) = -7.72 / -8.77 eV
lowest unoccupied orbital energy (spin up / spin down) = -1.8 / -1.4 eV
multiplicity = 3

Entry 3:
ORCA calculation (ωB97M-V with the def2-TZVPD basis set) on C25H27N5O2 in the gas phase.

The geometry in XYZ format:
```
59
C25H27N5O2 ωB97M-V with the def2-TZVPD basis set
C 2.41668 1.18157 -2.61808
C 3.29423 1.84067 -1.55720
O 2.61061 2.07641 -0.34583
C 2.46994 1.07550 0.55920
C 2.89233 -0.23601 0.39178
C 2.70193 -1.18877 1.38699
C 2.14367 -0.80928 2.59554
C 1.70217 0.48967 2.77462
C 1.82382 1.42412 1.76197
O 1.30092 2.69000 1.90967
C -0.11552 2.73259 1.74910
C -0.52031 2.40176 0.33683
C -0.55316 1.07976 -0.09388
C -0.84496 0.78131 -1.41382
C -1.14044 1.79540 -2.31010
C -1.12618 3.11348 -1.88374
C -0.80346 3.41311 -0.57172
H -0.77175 4.44222 -0.24661
H -1.35525 3.90868 -2.57867
H -1.37437 1.56001 -3.33933
H -0.83076 -0.24887 -1.73925
H -0.35292 0.27429 0.59852
H -0.60099 2.03831 2.44884
H -0.39827 3.75525 2.00471
H 1.22989 0.78535 3.69946
H 2.02938 -1.52862 3.39281
C 2.99617 -2.64026 1.08173
N 2.23832 -3.11626 -0.06337
C 0.87491 -2.91801 -0.15912
C 0.05834 -2.76659 0.96393
C -1.30206 -2.58305 0.82607
C -1.90309 -2.56651 -0.42646
C -1.09906 -2.75463 -1.54488
C 0.26542 -2.92230 -1.41707
H 0.87589 -3.05675 -2.30051
H -1.54453 -2.76393 -2.53141
C -3.37492 -2.27687 -0.55870
N -3.65213 -0.84979 -0.69338
C -3.58568 -0.06874 0.41402
N -3.61821 -0.46657 1.67202
C -3.61411 0.69041 2.36821
N -3.58238 1.77127 1.63615
N -3.57327 1.28794 0.37057
H -3.51686 1.91167 -0.41667
H -3.63516 0.71603 3.43834
H -3.27636 -0.42157 -1.52875
H -3.79258 -2.76983 -1.44066
H -3.90642 -2.61010 0.33358
H -1.91561 -2.43653 1.70206
H 0.48735 -2.78821 1.95093
H 2.71588 -3.02151 -0.94782
H 2.75257 -3.25907 1.95056
H 4.05584 -2.78417 0.85528
H 3.35323 -0.54640 -0.53363
H 3.59374 2.83592 -1.89849
H 4.20316 1.25198 -1.37841
H 2.99111 1.03581 -3.52932
H 1.56226 1.81791 -2.83247
H 2.04102 0.22082 -2.27412
```

Computed properties:
orbital gap = 8.490 eV
energy relative to the best compared isomer or geometry (same formula, charge and spin) = 62.7 kcal per mole
E_HOMO = -7.87 eV
SMILES = CCOc1cc(CNc2ccc(CNc3ncn[nH]3)cc2)ccc1OCc1ccccc1
lowest unoccupied orbital energy = 0.6 eV

Total energy: -36977.33679; -88550.04161; -37908.73833 (eV)